Model w:
{"formula": "C2H3IN2", "method": "the ωB97M-V functional and the def2-TZVPD basis", "symbols": ["I", "N", "N", "C", "C", "H", "H", "H"], "coordinates": [[3.840, 0.486, -0.065], [0.929, -0.188, -0.105], [-0.187, -0.409, -0.552], [-1.439, 0.044, 0.077], [2.026, -0.460, 0.205], [-1.898, 0.536, -0.848], [-2.088, -0.855, 0.409], [-1.183, 0.846, 0.880]], "homo_lumo_gap_ev": [8.001, 8.000], "lumo_ev": [-0.342, -0.342], "homo_ha": [-0.3066, -0.3066]}

Model x:
{"formula": "C2H3IN2", "method": "the ωB97M-V functional and the def2-TZVPD basis", "symbols": ["I", "N", "N", "C", "C", "H", "H", "H"], "coordinates": [[0.900, -0.835, -2.454], [0.732, 0.446, 0.575], [-0.628, 0.162, 2.586], [-0.607, -0.158, -1.212], [-0.006, 0.270, 1.581], [-0.848, 0.874, -1.128], [1.573, -0.082, 0.392], [-1.115, -0.679, -0.339]], "homo_lumo_gap_ev": 7.029, "lumo_ev": -1.947, "homo_ha": -0.3299}

Model y:
{"formula": "C2H3IN2", "method": "the ωB97M-V functional and the def2-TZVPD basis", "symbols": ["I", "N", "N", "C", "C", "H", "H", "H"], "coordinates": [[1.680, -0.815, -2.556], [-0.717, -0.094, 2.197], [0.754, 0.286, -1.069], [-0.440, -0.136, 1.021], [-0.126, -0.268, -0.246], [-1.385, 0.599, 2.357], [1.203, 1.143, -0.954], [-0.970, -0.716, -0.750]], "homo_lumo_gap_ev": 7.448, "lumo_ev": -0.438, "homo_ha": -0.2898, "smiles": "N=C=CNI"}

Most stable to least stable, the ends of the list are model y and model x.